Entry a
One molecule with the formula C3H4FN. Source: the OMol25 dataset; level of theory: wB97M-V/def2-TZVPD.

Results
* LUMO energy: 0.1 eV
* SMILES: C=N/C=C/F
* HOMO: -8.64 eV
* gap between HOMO and LUMO: 8.7160 eV

Positions of all 9 atoms, in Å:
C: 0.499 -1.935 -0.083
N: -0.005 -0.754 -0.235
C: 0.068 0.597 0.035
C: -0.877 1.634 -0.024
F: -0.365 2.920 0.288
H: 0.124 -2.608 -0.767
H: 1.392 -2.153 0.545
H: 1.138 0.874 0.394
H: -1.973 1.425 -0.152


Entry b
A 2-piece molecular cluster, C3H4FN overall. Source: the OMol25 dataset; level of theory: wB97M-V/def2-TZVPD.

Results
* LUMO energy: 1.0 eV
* SMILES: C=CF.C#N
* HOMO: -10.10 eV
* gap between HOMO and LUMO: 11.1188 eV

Positions of all 9 atoms, in Å:
C: 0.697 -0.537 -0.434
C: 0.978 0.493 0.344
F: 0.844 1.846 -0.040
H: 0.349 -0.283 -1.390
H: 0.613 -1.487 0.017
H: 1.432 0.379 1.311
C: -1.605 -0.133 0.106
N: -1.979 -1.179 -0.115
H: -1.329 0.902 0.201


Entry c
One molecule with the formula C3H4FN. Source: the OMol25 dataset; level of theory: wB97M-V/def2-TZVPD.

Results
* LUMO energy: 0.7 eV
* SMILES: N#CCCF
* HOMO: -12.07 eV
* gap between HOMO and LUMO: 12.7432 eV

Positions of all 9 atoms, in Å:
N: 2.114 -0.569 0.143
C: 1.175 0.038 -0.089
C: 0.012 1.130 -0.175
C: -1.211 0.347 0.322
F: -1.275 -1.054 -0.195
H: -0.071 1.355 -1.265
H: 0.226 2.038 0.344
H: -1.199 0.229 1.394
H: -2.130 0.750 -0.066


Entry d
C3H4FN as an isolated structure. Source: the OMol25 dataset; level of theory: wB97M-V/def2-TZVPD.

Results
* LUMO energy: 1.0 eV
* HOMO: -10.12 eV
* gap between HOMO and LUMO: 11.0996 eV

Positions of all 9 atoms, in Å:
C: 0.197 -1.334 0.009
C: 0.265 0.620 0.505
C: -0.807 -0.218 -0.285
N: 1.106 -0.619 0.518
F: -1.978 -0.141 0.363
H: 0.107 -2.381 -0.343
H: 0.706 1.472 0.070
H: 0.123 0.961 1.445
H: -1.059 0.105 -1.418


Which of them is most stable? Easy: entry c.